# 1
{
  "formula": "C34H26F9IInNO6",
  "method": "wB97M-V/def2-TZVPD",
  "symbols": ["In", "O", "C", "C", "N", "C", "C", "O", "O", "C", "C", "O", "O", "H", "H", "H", "H", "H", "H", "H", "H", "H", "I", "C", "C", "C", "C", "C", "C", "C", "C", "C", "C", "H", "H", "H", "H", "H", "H", "C", "C", "C", "C", "C", "C", "C", "C", "C", "C", "C", "C", "C", "C", "H", "H", "H", "H", "H", "H", "H", "H", "H", "H", "H", "F", "C", "F", "F", "C", "O", "C", "F", "F", "F", "C", "F", "F", "F"],
  "coordinates": [[-0.42, 0.64, -0.01], [-1.43, -1.86, -2.14], [-0.99, -2.83, -1.23], [-1.62, -2.64, 0.15], [-1.04, -1.58, 0.97], [-2.05, -1.18, 1.93], [-3.17, -0.37, 1.22], [-4.33, -0.52, 1.60], [-2.78, 0.40, 0.31], [0.18, -2.04, 1.62], [1.00, -0.83, 2.06], [0.42, -0.31, 3.21], [1.48, -0.07, 1.20], [-0.77, -1.15, -2.11], [-1.31, -3.82, -1.61], [0.10, -2.83, -1.16], [-2.67, -2.39, -0.02], [-1.58, -3.60, 0.71], [-2.48, -2.05, 2.45], [-1.62, -0.51, 2.68], [-0.05, -2.68, 2.49], [0.80, -2.59, 0.91], [2.86, -2.08, 3.11], [0.67, 0.97, 3.65], [1.36, 1.08, 4.84], [1.45, 2.31, 5.49], [0.81, 3.41, 4.98], [0.09, 3.32, 3.77], [-0.64, 4.43, 3.28], [-1.38, 4.31, 2.14], [-1.32, 3.13, 1.38], [-0.59, 2.05, 1.78], [0.07, 2.10, 3.03], [1.79, 0.20, 5.28], [2.00, 2.37, 6.42], [0.84, 4.36, 5.50], [-0.61, 5.36, 3.83], [-1.98, 5.14, 1.78], [-1.86, 3.09, 0.44], [-4.97, 3.64, -4.67], [-4.07, 4.34, -3.89], [-3.11, 3.68, -3.15], [-3.02, 2.28, -3.18], [-3.94, 1.59, -3.98], [-4.89, 2.25, -4.71], [-2.12, 1.53, -2.33], [-0.95, 1.92, -1.81], [-0.22, 3.09, -2.24], [0.45, 3.93, -1.34], [1.13, 5.05, -1.79], [1.19, 5.35, -3.14], [0.57, 4.51, -4.04], [-0.12, 3.39, -3.61], [-5.73, 4.16, -5.23], [-4.12, 5.42, -3.85], [-2.43, 4.24, -2.52], [-3.88, 0.51, -4.00], [-5.60, 1.69, -5.31], [-2.50, 0.56, -2.04], [0.44, 3.69, -0.29], [1.64, 5.69, -1.07], [1.72, 6.23, -3.48], [0.63, 4.72, -5.10], [-0.57, 2.72, -4.33], [3.97, 1.19, -2.06], [2.99, 0.63, -1.31], [2.25, 1.64, -0.86], [3.61, 0.06, -0.29], [2.14, -0.38, -2.15], [0.94, -0.60, -1.70], [2.95, -1.71, -2.22], [2.64, -2.44, -3.31], [4.29, -1.56, -2.27], [2.68, -2.49, -1.18], [2.10, 0.19, -3.62], [1.08, -0.32, -4.30], [3.22, -0.08, -4.34], [1.96, 1.52, -3.66]],
  "e_homo_ev": -2.9,
  "homo_lumo_gap_ev": 7.162,
  "largest_force_ev_per_a": 1.6,
  "total_charge": -2
}

# 2
{
  "formula": "C17H14N4O4",
  "method": "wB97M-V/def2-TZVPD",
  "symbols": ["C", "O", "C", "C", "C", "C", "N", "C", "O", "C", "C", "C", "C", "N", "C", "C", "C", "N", "C", "N", "O", "O", "C", "C", "C", "H", "H", "H", "H", "H", "H", "H", "H", "H", "H", "H", "H", "H", "H"],
  "coordinates": [[-4.49, -3.55, -0.21], [-3.60, -2.80, -1.00], [-3.36, -1.51, -0.67], [-3.99, -0.81, 0.36], [-3.66, 0.50, 0.61], [-2.70, 1.16, -0.15], [-2.37, 2.49, 0.14], [-1.13, 3.06, 0.15], [-0.99, 4.26, 0.25], [0.03, 2.13, 0.06], [1.14, 2.49, -0.70], [2.22, 1.64, -0.80], [2.25, 0.42, -0.13], [3.32, -0.44, -0.36], [3.35, -1.80, -0.38], [4.62, -2.16, -0.74], [5.30, -0.94, -0.92], [4.51, 0.08, -0.71], [1.17, 0.11, 0.72], [1.17, -1.01, 1.62], [2.23, -1.36, 2.10], [0.09, -1.51, 1.89], [0.07, 0.95, 0.79], [-2.10, 0.48, -1.21], [-2.42, -0.84, -1.46], [-5.50, -3.14, -0.25], [-4.16, -3.59, 0.83], [-4.49, -4.55, -0.63], [-4.73, -1.29, 0.98], [-4.15, 1.03, 1.42], [-3.13, 3.12, 0.35], [1.14, 3.43, -1.22], [3.08, 1.89, -1.41], [2.49, -2.40, -0.19], [5.01, -3.15, -0.87], [6.33, -0.78, -1.20], [-0.73, 0.68, 1.46], [-1.39, 0.99, -1.84], [-1.96, -1.38, -2.28]],
  "e_homo_ev": -8.4,
  "homo_lumo_gap_ev": 7.728,
  "smiles": "COc1ccc(NC(=O)c2ccc(-n3cccn3)c([N+](=O)[O-])c2)cc1",
  "largest_force_ev_per_a": 1.2,
  "relative_energy_kcal_mol": 68.4
}